1.
The following is a DFT calculation (ωB97M-V with the def2-TZVPD basis set) of 9 unconnected molecules or ions with the total composition C32H89N7O11.

The geometry in ORCA input format:
```
! RIJCOSX wB97M-V def2-TZVPD def2/J DEFGRID3
* xyz 0 1
C -21.0809 23.0292 7.9480
O -21.7964 23.8145 8.8631
C -21.3388 25.1217 9.0751
C -22.4712 26.0054 9.5567
C -21.8222 27.3873 9.7866
N -22.9431 25.4922 10.8539
H -20.8414 23.5730 7.0310
H -21.6414 22.1343 7.6816
H -20.1540 22.6415 8.3862
H -20.5745 25.1728 9.8669
H -20.8268 25.5267 8.1930
H -23.2196 26.1034 8.7704
H -22.5338 28.0774 10.2444
H -21.5323 27.8763 8.8574
H -20.9803 27.2773 10.4700
H -22.1107 25.2679 11.3944
H -23.3982 24.5799 10.7226
C -24.7471 30.1073 12.8332
O -25.4694 31.1712 12.2507
C -26.5177 30.7292 11.4127
C -27.1424 32.0338 10.8621
C -28.3983 31.7916 10.0547
N -26.1528 32.6634 9.9779
H -25.4475 29.6904 13.5696
H -23.8241 30.3811 13.3425
H -24.4581 29.3388 12.1076
H -26.1733 30.1218 10.5704
H -27.2491 30.2007 12.0416
H -27.2746 32.7450 11.6781
H -29.0476 31.0360 10.5083
H -28.1733 31.4202 9.0545
H -28.9507 32.7290 10.0024
H -25.3034 32.7049 10.5406
H -25.9043 32.0542 9.2009
C -27.4857 25.4706 8.3612
O -28.6696 24.7925 8.6962
C -29.7314 25.6685 9.0004
C -31.1229 24.9708 8.8998
C -32.2403 25.8439 9.4210
N -31.0413 23.7751 9.7521
H -26.9355 25.9449 9.1828
H -27.7132 26.2261 7.6009
H -26.7657 24.7918 7.9045
H -29.6171 26.0024 10.0403
H -29.6989 26.5377 8.3297
H -31.1957 24.5601 7.8893
H -32.0701 26.0297 10.4818
H -33.1729 25.3040 9.2548
H -32.3610 26.8076 8.9255
H -30.1478 23.3105 9.6534
H -31.1548 24.0119 10.7315
C -27.1757 23.2593 13.2563
O -25.8220 22.8182 13.3239
C -25.5815 21.9647 14.4440
C -24.2559 21.2350 14.2902
C -24.1004 20.3734 13.0487
N -24.1638 20.3025 15.4642
H -27.2863 23.7327 12.2820
H -27.4582 23.9978 14.0109
H -27.8374 22.4029 13.4209
H -25.4920 22.5359 15.3742
H -26.4209 21.2635 14.5022
H -23.4281 21.9304 14.4327
H -24.8172 19.5486 13.0422
H -23.1224 19.8917 13.0470
H -24.1852 20.9656 12.1375
H -24.2241 20.8969 16.2853
H -24.9429 19.6551 15.4509
C -25.3563 28.7775 7.8563
O -24.6801 30.0364 7.9549
C -23.4251 30.0231 7.3193
C -22.5107 31.0790 7.9188
C -21.2445 31.1649 7.0666
N -22.2127 30.7792 9.3283
H -26.4218 29.0089 7.8639
H -25.1382 28.2359 8.7823
H -25.1041 28.1772 6.9822
H -22.9087 29.0586 7.4438
H -23.5370 30.0943 6.2286
H -22.8885 32.0997 7.8150
H -21.5249 31.4564 6.0514
H -20.6600 30.2419 7.0113
H -20.5735 31.9530 7.4106
H -23.1481 30.6459 9.7159
H -21.7645 29.8709 9.3749
C -28.7754 28.3517 14.9853
O -28.7300 29.1888 16.1101
C -28.6566 30.5580 15.7903
C -28.9012 31.4327 17.0186
C -30.3351 31.3683 17.5128
N -28.5860 32.8250 16.7414
H -29.6458 27.7093 15.1332
H -27.8835 27.7289 14.8844
H -28.9062 28.8042 13.9973
H -27.7289 30.8082 15.2606
H -29.4297 30.8767 15.0683
H -28.2267 31.1352 17.8256
H -30.5091 31.7359 18.5218
H -30.6697 30.3237 17.5231
H -31.0330 31.8791 16.8444
H -29.0630 33.2103 15.9390
H -27.6166 33.0961 16.7477
C -28.0577 24.5643 16.8562
O -29.3588 24.1842 17.2603
C -29.9887 25.1616 18.0706
C -31.3584 24.5882 18.4792
C -32.2345 24.3239 17.2725
N -32.0185 25.5468 19.3796
H -27.4256 24.7358 17.7349
H -27.9215 25.4270 16.1942
H -27.6950 23.6850 16.3217
H -29.3938 25.3274 18.9776
H -30.1168 26.1080 17.5466
H -31.1320 23.6760 19.0428
H -31.8367 23.4771 16.7089
H -32.1653 25.1499 16.5590
H -33.2866 24.1570 17.4952
H -31.4834 25.5917 20.2483
H -32.8760 25.1263 19.7354
O -25.4549 26.9351 10.9931
C -26.3468 26.1745 11.8085
C -25.8405 26.2276 13.2702
O -24.6800 25.4685 13.4561
H -24.6396 26.4167 10.8347
H -27.3687 26.5513 11.7505
H -26.3203 25.1588 11.3981
H -26.6734 25.7943 13.8305
H -25.7280 27.2795 13.5411
H -24.2114 25.4223 12.6157
O -24.5685 23.6660 7.9719
C -24.9083 22.3987 8.5258
C -25.5365 22.5270 9.9252
O -24.6594 23.0763 10.8841
H -23.7972 23.9182 8.5075
H -25.6279 21.8668 7.9035
H -23.9993 21.7878 8.5430
H -25.8914 21.5420 10.2492
H -26.3925 23.2011 9.7977
H -25.0832 22.9633 11.7765
*
```

Summary:
SMILES   COC[C@H](C)N.COC[C@H](C)N.COC[C@H](C)N.COC[C@H](C)N.COC[C@H](C)N.COC[C@H](C)N.COC[C@H](C)N.OCCO.OCCO
Energy   -67575.679 eV
Molar mass   748.1 g mol⁻¹
Max |F|   2.65 eV Å⁻¹
Kohn-Sham gap   9.247 eV


2.
The following is a DFT calculation (ωB97M-V with the def2-TZVPD basis set) of 10 unconnected molecules or ions with the total composition C32H90N6O14.

The geometry in ORCA input format:
```
! RIJCOSX wB97M-V def2-TZVPD def2/J DEFGRID3
* xyz 0 1
C 4.2596 -1.8531 -3.7894
O 4.9662 -2.7111 -2.8571
C 4.6710 -2.5508 -1.4671
C 4.9945 -1.1280 -0.7897
C 6.5151 -0.9482 -0.9912
N 4.6865 -1.1709 0.6544
H 4.4255 -0.7897 -3.6171
H 3.1859 -2.0372 -3.7513
H 4.5851 -1.9753 -4.8224
H 3.6374 -2.7802 -1.2079
H 5.2335 -3.3223 -0.9415
H 4.3638 -0.3464 -1.2134
H 6.8051 -1.0291 -2.0388
H 7.2029 -1.6478 -0.5163
H 6.6391 0.0921 -0.6904
H 4.9221 -2.0431 1.1060
H 3.6896 -1.2013 0.8136
C -5.5107 0.5257 4.2419
O -4.7525 1.0859 3.2155
C -3.6120 1.7857 3.5975
C -2.4488 0.9416 4.2226
C -1.1807 1.8293 4.5489
N -1.9550 -0.1553 3.3781
H -5.8810 1.3102 4.9018
H -5.0264 -0.3274 4.7170
H -6.4142 0.1527 3.7594
H -3.2834 2.2084 2.6481
H -3.8032 2.6363 4.2518
H -2.7854 0.5282 5.1733
H -1.5537 2.6976 5.0921
H -0.7124 2.2971 3.6828
H -0.3927 1.4135 5.1769
H -2.7897 -0.4614 2.8989
H -1.3979 0.2615 2.6459
C -3.5455 2.9130 -0.9945
O -3.6934 1.5894 -1.1490
C -4.9725 1.1916 -0.7157
C -5.0102 -0.2736 -0.1794
C -6.3490 -0.8443 0.3586
N -3.9690 -0.3635 0.8454
H -3.4171 3.0766 0.0755
H -4.3554 3.5133 -1.4088
H -2.6818 3.2331 -1.5773
H -5.4384 1.8597 0.0087
H -5.4857 1.1033 -1.6732
H -4.8330 -0.9847 -0.9862
H -6.2377 -1.9192 0.5009
H -7.2135 -0.5717 -0.2468
H -6.5173 -0.4928 1.3766
H -3.2599 0.3348 0.6733
H -4.4699 0.0630 1.6117
C 1.1202 -2.8203 0.4507
O 1.6719 -1.5561 0.6653
C 0.7825 -0.5938 1.1801
C -0.1238 0.1060 0.1449
C 0.6659 0.8769 -0.9039
N -1.0267 1.0315 0.9221
H 1.8498 -3.5249 0.0516
H 0.3222 -2.7089 -0.2834
H 0.7809 -3.2927 1.3726
H 0.0691 -1.1291 1.8066
H 1.2066 0.1421 1.8633
H -0.6269 -0.7377 -0.3274
H 1.1814 0.1747 -1.5590
H 1.4078 1.5426 -0.4629
H -0.0753 1.4314 -1.4794
H -0.4757 1.8690 1.0446
H -1.7396 1.2591 0.2438
C 0.7443 4.4118 -2.1360
O 0.7962 5.7839 -2.6159
C 1.6318 6.6422 -1.9217
C 1.0431 8.0963 -1.8419
C 0.8560 8.7021 -3.2506
N 1.9775 8.8671 -1.0972
H 0.2283 3.8627 -2.9236
H 0.0443 4.2895 -1.3095
H 1.7755 4.1430 -1.9068
H 1.7946 6.3288 -0.8905
H 2.6269 6.6839 -2.3644
H 0.0777 7.8927 -1.3785
H 0.2094 8.0365 -3.8223
H 1.7601 8.8022 -3.8512
H 0.3194 9.6460 -3.1545
H 2.0486 8.5159 -0.1529
H 1.5930 9.8005 -1.0668
C 0.6019 -1.9040 -5.5807
O -0.0455 -1.4810 -4.3892
C -1.0348 -0.5112 -4.7648
C -1.9871 -0.1755 -3.5777
C -2.8485 -1.3708 -3.1433
N -2.8515 0.9176 -3.8987
H 1.5173 -2.4169 -5.2857
H 0.8855 -1.0682 -6.2203
H -0.0352 -2.5043 -6.2302
H -0.4782 0.3818 -5.0492
H -1.6121 -0.8873 -5.6093
H -1.3154 0.1286 -2.7749
H -3.2548 -1.1775 -2.1504
H -2.2542 -2.2816 -3.0701
H -3.7486 -1.4790 -3.7484
H -2.2358 1.6838 -4.1310
H -3.4185 1.1229 -3.0884
O 0.8389 -3.7488 -2.9467
C -0.4308 -4.2424 -2.6562
C -0.2519 -5.5860 -1.8726
O -1.5128 -6.2054 -1.7391
H 0.7807 -2.9277 -3.4406
H -1.0110 -3.5700 -2.0243
H -0.8855 -4.4238 -3.6301
H 0.1189 -5.3752 -0.8695
H 0.3659 -6.2894 -2.4309
H -1.8580 -6.4416 -2.6032
O -0.9866 -5.5048 3.6753
C -0.5112 -4.4285 4.4890
C -1.1119 -3.0835 4.0421
O -0.4033 -1.9991 4.6523
H -1.6366 -6.0227 4.1557
H -0.7475 -4.6596 5.5277
H 0.5753 -4.3599 4.5438
H -2.1920 -3.0580 4.1864
H -0.9619 -2.9461 2.9713
H -0.7830 -1.2354 4.2117
O 4.9985 -4.0382 1.9677
C 4.0795 -5.1686 1.8266
C 3.0916 -5.3192 2.9716
O 3.5965 -6.2563 3.9350
H 5.7852 -4.3541 2.4184
H 3.4438 -4.9833 0.9608
H 4.6712 -6.0688 1.6605
H 2.1807 -5.7451 2.5507
H 2.7386 -4.4000 3.4390
H 4.4132 -5.9898 4.3635
O 0.4070 3.7127 1.3525
C 1.7265 4.0405 1.7865
C 2.5279 2.7723 2.2329
O 3.7685 3.2407 2.7261
H -0.1495 4.2827 1.8883
H 2.2075 4.5111 0.9290
H 1.8102 4.8229 2.5408
H 2.6754 2.0082 1.4698
H 2.0508 2.2993 3.0912
H 4.3449 2.4738 2.7612
*
```

Summary:
SMILES   COC[C@H](C)N.COC[C@H](C)N.COC[C@H](C)N.COC[C@H](C)N.COC[C@H](C)N.COC[C@H](C)N.OCCO.OCCO.OCCO.OCCO
Energy   -72241.619 eV
Molar mass   783.1 g mol⁻¹
Max |F|   3.46 eV Å⁻¹
Kohn-Sham gap   8.400 eV


Number 1: HOMO energy -8.87 eV. Number 2: HOMO energy -8.28 eV.